[1]
Here is a molecular structure, C18H40LaN5P3Se at a distorted geometry from the Open Molecules 2025 dataset. Energies are from ωB97M-V with the def2-TZVPD basis set.

Each line ends with the natural charge from an NBO analysis.
Cartesian coordinates (Å):
H -6.303 1.199 -5.244  0.21
P 1.292 -0.825 2.782  0.76
H 3.719 2.867 -1.283  0.26
H -0.697 3.020 -0.666  0.26
H -2.422 1.208 2.477  0.23
C -2.747 -0.521 -1.902  -0.12
H -3.876 0.576 -7.063  0.22
H 0.037 4.060 2.383  0.27
C 1.888 0.353 4.062  -0.92
H 1.385 3.612 1.300  0.25
H 2.226 -0.204 4.948  0.26
C -4.929 0.062 -2.754  0.04
P -0.311 1.852 1.457  0.88
C -1.313 2.770 0.206  -0.93
H -4.420 2.249 -6.407  0.22
H -0.113 -4.371 -1.516  0.25
C -1.558 1.806 2.801  -0.94
Se -2.298 -1.072 0.896  0.41
H 4.245 0.720 1.857  0.25
H 3.494 2.355 1.873  0.25
C -4.717 -0.650 -0.467  -0.08
H 2.276 2.172 -2.116  0.26
C 0.706 3.243 2.076  -0.94
H 1.305 2.935 2.941  0.25
C -3.317 -0.726 -0.622  -0.24
H 1.091 1.036 4.372  0.24
H 2.729 0.946 3.690  0.24
C 3.950 1.581 1.239  -0.93
H -5.175 -0.891 0.491  0.26
N 1.251 -2.867 -0.771  -0.51
C -4.513 1.158 -6.392  -0.36
H -5.552 0.380 -3.576  0.28
H 2.952 -2.121 4.022  0.26
H -5.624 -0.501 -5.598  0.20
H 4.884 -4.159 -0.467  0.41
H -0.719 -1.105 4.124  0.24
C 0.151 -1.732 3.902  -0.92
H 2.412 -2.968 2.541  0.24
H -1.698 3.697 0.657  0.25
N 4.093 -4.792 -0.466  -0.57
H 2.058 3.270 -0.710  0.24
H -3.084 0.225 -3.893  0.28
C 2.692 -1.997 2.962  -0.92
H -1.145 1.353 3.712  0.25
N 2.947 -4.184 -0.941  0.20
H -2.148 2.142 -0.131  0.23
H -0.300 0.900 -1.549  -0.49
N 1.871 -4.995 -1.165  -0.19
H -1.871 2.840 3.014  0.26
H -1.683 -0.722 -2.082  0.19
C 3.789 -0.096 -1.011  -0.96
C -3.545 -0.039 -2.937  -0.21
C 2.694 2.486 -1.147  -0.92
La 0.283 -0.653 -0.344  1.60
C -5.510 0.585 -5.697  -0.46
H 3.692 -1.120 -0.618  0.26
C 0.878 -4.118 -1.159  0.17
C -5.528 -0.272 -1.527  -0.21
H 0.670 -1.999 4.834  0.26
H 4.241 -5.676 -0.931  0.43
N 2.601 -2.957 -0.537  -0.04
H 4.837 0.234 -0.970  0.28
H -0.192 -2.642 3.399  0.23
H 3.438 -0.092 -2.054  0.25
P 2.748 1.035 -0.010  0.79
H -6.614 -0.228 -1.444  0.28
H 4.840 1.993 0.740  0.27
H 3.560 -1.624 2.409  0.23

Properties
E: -120806.41296 eV
Largest force on an atom: 3.7 eV/Å
Kohn-Sham gap: 3.22 eV
Total charge: +3
Highest occupied orbital energy: -16.33 eV
LUMO: -13.1 eV

[2]
Here is a molecular structure, C18H40OP2SiSr at a distorted geometry from the Open Molecules 2025 dataset. Energies are from ωB97M-V with the def2-TZVPD basis set.

Each line ends with the Mulliken charge.
Cartesian coordinates (Å):
H 0.134 0.084 -0.637  -1.90
H 2.205 3.405 0.279  0.53
H -0.355 2.783 5.153  0.28
H -0.681 2.815 -3.147  0.43
H -1.029 -3.488 -3.094  0.40
C -0.632 -0.453 -0.040  1.43
C 0.609 2.338 5.442  -1.14
H 2.335 -0.155 6.220  0.32
C 1.780 -2.411 -2.434  -1.41
H -4.959 -0.664 -1.722  0.42
H -3.650 -1.099 0.302  0.31
C 2.352 3.318 -0.826  -1.39
P 0.221 -1.524 -2.371  1.65
H 2.797 -1.936 2.164  0.36
H -2.256 -3.527 -0.656  0.34
C -2.209 -2.416 -0.727  -1.06
H 0.937 -0.385 -4.256  0.53
C -2.963 0.240 -2.157  -0.95
H 1.422 -2.482 1.139  0.14
H 3.435 0.686 5.113  0.29
H -2.467 0.329 0.828  0.60
C 1.718 0.961 -2.711  -0.66
H -0.241 4.149 -2.068  0.44
H -3.814 -1.589 -2.730  0.27
H -0.398 -0.553 5.762  0.37
H 0.518 2.003 6.491  0.30
H -0.180 -0.684 0.933  0.12
H -1.346 0.096 4.399  0.28
H 1.373 3.126 5.402  0.31
H 2.114 4.293 -1.253  0.42
H 1.873 -3.143 -1.628  0.33
H 2.604 0.427 -2.322  0.07
C 1.757 -1.735 1.870  -1.24
C -2.308 0.994 -1.247  -0.14
C -1.739 0.604 0.059  -1.28
C -0.824 -2.492 -3.513  -1.61
H 0.843 3.694 -3.376  0.47
C -0.377 -0.353 4.674  -1.15
H 2.808 -0.916 4.691  0.28
Sr 2.353 0.877 0.684  2.01
H -0.205 -2.562 -0.375  0.82
H 1.131 -1.776 2.771  0.16
O 1.379 1.228 2.763  -1.08
H -1.959 1.969 -1.598  0.66
C 0.163 3.279 -2.612  -1.76
H 1.804 -2.922 -3.409  0.44
H -2.907 0.514 -3.225  0.30
H -4.237 -2.595 -0.508  0.41
Si 1.084 0.870 4.310  0.35
C 2.552 0.039 5.162  -1.07
H -0.286 -1.320 4.156  0.38
H 2.049 1.592 -3.541  0.59
H -1.789 -2.010 -3.713  0.24
H -1.288 1.538 0.427  0.32
C -0.925 -1.793 -0.734  -0.23
C -3.887 -0.922 -1.859  -0.62
H 2.623 -1.707 -2.401  0.36
C 0.624 0.017 -3.275  -0.95
P 1.047 2.144 -1.454  0.73
H -0.283 -2.616 -4.464  0.52
H 3.390 3.035 -1.063  0.42
C -3.509 -1.752 -0.586  -0.96
H -0.332 0.535 -3.462  0.20

Properties
E: -48648.85543 eV
Largest force on an atom: 4.1 eV/Å
Kohn-Sham gap: 4.67 eV
Highest occupied orbital energy: -5.56 eV
ΔE to the lowest compared entry with this formula, charge and spin: 80.8 kcal/mol
LUMO: -0.9 eV

[3]
Here is a molecular structure, C18H40P2RuSi at a distorted geometry from the Open Molecules 2025 dataset. Energies are from ωB97M-V with the def2-TZVPD basis set.

Each line ends with the natural charge from an NBO analysis.
Cartesian coordinates (Å):
H 1.531 3.010 0.399  0.26
H 2.433 -1.848 0.698  0.22
H -0.907 -1.737 -4.107  0.25
H 2.649 -0.359 1.639  0.22
C -1.472 0.051 3.352  -1.17
H -1.230 -0.985 3.604  0.26
H -2.904 1.885 1.347  0.26
H -2.073 0.890 -1.018  0.24
C -1.776 -3.026 1.791  -0.96
C -0.164 1.346 -2.717  -0.05
C 1.438 0.354 4.134  -1.09
C 0.073 2.848 3.621  -1.12
H -1.907 0.212 -3.231  0.23
H 0.102 4.108 0.605  0.29
H 0.413 -4.299 0.429  0.27
H -2.016 3.307 1.916  0.27
C 2.830 -0.538 -3.087  -0.44
H 0.788 3.448 3.035  0.25
C -2.076 2.563 1.112  -0.95
C 1.165 1.137 -2.305  -0.33
H -2.238 0.025 2.574  0.23
C -0.188 -0.938 -3.806  -0.45
H 3.244 -1.009 -3.984  0.26
H 0.398 2.765 4.671  0.27
C -2.051 -1.172 -0.263  -0.79
C 0.459 -1.376 -2.527  -0.27
Si 0.063 1.046 3.000  1.52
P -0.472 1.674 0.802  0.83
C -1.419 0.152 -0.611  -0.47
H 1.175 -0.647 4.513  0.26
C 0.462 3.152 0.196  -0.95
H -2.867 -1.086 0.452  0.25
H -1.933 0.522 4.225  0.28
H -1.124 0.900 -4.638  0.28
H -1.059 -4.299 -0.641  0.26
H -2.383 3.142 0.229  0.26
H 0.352 3.242 -0.891  0.26
Ru 0.954 -0.322 -0.806  0.65
H 0.480 -3.369 -1.150  0.23
H 2.249 -2.310 -1.874  0.24
H 0.530 -0.845 -4.633  0.24
H -2.436 -1.706 -1.153  0.28
H -0.936 3.273 3.564  0.24
H 3.691 -0.352 -2.439  0.23
C 1.910 -1.073 1.264  -0.90
H -0.730 -0.082 -1.411  0.25
P -0.704 -2.137 0.629  1.02
H 1.495 -1.570 2.187  0.22
C 1.887 -1.370 -2.260  -0.28
H 2.425 0.322 3.656  0.26
C 2.164 0.797 -3.415  -0.42
H -2.158 -3.937 1.345  0.26
C -0.171 -3.693 -0.308  -0.92
H -2.652 -2.434 2.030  0.24
H 1.504 1.045 4.998  0.27
H 1.678 1.671 -1.498  0.23
H -0.173 -2.077 -2.007  0.23
C -0.910 0.444 -3.644  -0.49
H 2.905 1.605 -3.448  0.25
H -0.780 2.194 -2.420  0.21
H 1.697 0.774 -4.411  0.23
H -1.235 -3.308 2.689  0.26

Properties
E: -48328.75244 eV
Multiplicity: 5
Largest force on an atom: 3.0 eV/Å
Kohn-Sham gap (spin up / spin down): 6.71 / 6.82 eV
Total charge: +2
Highest occupied orbital energy (spin up / spin down): -13.64 / -15.13 eV
LUMO (spin up / spin down): -6.9 / -8.3 eV